Version 1
Below is 2 unconnected molecules or ions with the total composition C4H9O2S, with properties calculated with ωB97M-V with the def2-TZVPD basis set.

```
16
C4H9O2S ωB97M-V with the def2-TZVPD basis set
S 2.255 -1.264 -1.676
O -3.177 2.291 0.799
O -2.056 0.422 0.042
C 0.883 -0.264 -2.201
C 1.725 -1.966 -0.080
C -1.254 1.441 1.918
C -2.230 1.432 0.761
H -0.864 0.511 2.280
H 1.544 -1.279 0.735
H -0.064 -0.803 -2.149
H -0.454 1.999 1.455
H 0.799 0.625 -1.606
H 1.271 0.129 -3.097
H 2.516 -2.660 0.255
H 0.811 -2.653 -0.195
H -1.704 2.040 2.757
```

total charge	-1
multiplicity	1
LUMO	0.10963	hartree
Kohn-Sham gap	6.89	eV


Version 2
Below is 2 unconnected molecules or ions with the total composition C4H9O2S, with properties calculated with ωB97M-V with the def2-TZVPD basis set.

```
16
C4H9O2S ωB97M-V with the def2-TZVPD basis set
S -2.563 0.469 1.092
O 2.303 -0.641 0.579
O 0.568 0.411 -0.382
C 1.739 0.037 -0.309
C 2.623 0.572 -1.507
C -2.603 -0.511 -0.487
C -1.051 -0.113 2.065
H -3.304 -0.140 -1.171
H 2.715 -0.100 -2.350
H 3.785 0.478 -1.339
H -0.661 0.817 2.589
H -2.771 -1.542 -0.139
H -1.636 -0.254 -0.836
H -1.328 -0.954 2.572
H -0.234 -0.210 1.407
H 2.419 1.679 -1.783
```

total charge	-1
multiplicity	1
LUMO	0.12680	hartree
Kohn-Sham gap	7.83	eV


The structure with the greatest stability is version 1.


Version 1
Below is a molecular structure, C37H33N8O3RbS2, with properties calculated with ωB97M-V with the def2-TZVPD basis set.

```
84
C37H33N8O3RbS2 ωB97M-V with the def2-TZVPD basis set
Rb 0.359 -0.164 -0.888
S 5.514 -2.262 -0.502
S -1.589 2.059 -0.122
O 0.686 -2.862 -0.809
O -0.287 2.019 0.545
O -1.556 2.622 -1.462
N 3.465 -2.341 -2.001
N 1.665 4.149 -0.051
N -2.095 8.858 3.021
N -2.574 -2.010 -0.147
N 3.300 -1.219 -1.226
N 2.657 2.205 -0.381
N -2.149 0.619 -0.024
N 4.325 -0.013 0.497
C 1.618 -4.843 0.033
C -3.385 0.226 -0.484
C -2.580 3.177 0.853
C -3.597 3.722 2.952
C 0.202 4.817 1.761
C -5.666 0.509 -1.283
C 2.415 -6.916 0.970
C -0.557 5.783 2.395
C 5.141 -5.431 -1.543
C 0.927 5.152 0.624
C 3.207 -6.207 1.861
C -3.696 5.281 1.121
C 0.784 -4.063 -0.932
C 4.963 -4.234 -2.475
C -4.004 -3.913 -0.450
C -4.416 1.040 -0.908
C 1.625 -6.235 0.054
C -4.876 -1.713 -0.858
C -3.611 -1.200 -0.489
C 2.417 2.803 -1.600
C -3.997 4.949 2.434
C -2.774 -3.301 -0.130
C -5.912 -0.832 -1.253
C -1.432 8.066 2.517
C 2.415 -4.138 0.933
C -2.887 2.831 2.162
C -5.046 -3.115 -0.820
C 2.203 3.041 0.514
C -0.604 7.076 1.884
C 4.548 -2.989 -1.760
C 0.090 -4.787 -2.055
C 4.287 -1.038 -0.400
C 1.800 3.999 -1.419
C 0.900 6.447 0.119
C 3.209 -4.817 1.840
C -2.986 4.392 0.324
C 0.128 7.407 0.745
H -4.272 2.111 -0.959
H -6.444 1.194 -1.597
H 3.751 0.789 0.196
H -6.008 -3.536 -1.087
H 1.012 -6.794 -0.641
H -2.733 4.629 -0.702
H 2.205 2.886 1.580
H 4.190 -4.431 -3.218
H 3.833 -4.265 2.531
H 0.176 3.791 2.095
H 5.892 -4.043 -3.018
H -3.842 3.460 3.974
H -2.570 1.870 2.548
H -6.877 -1.236 -1.533
H -1.153 5.522 3.258
H 2.401 -3.056 0.900
H 5.397 -6.324 -2.113
H 0.088 8.415 0.356
H 4.225 -5.630 -0.985
H -0.629 -5.507 -1.658
H 2.412 -7.998 0.987
H -4.010 6.235 0.717
H -4.548 5.644 3.054
H 0.813 -5.339 -2.658
H 1.482 6.698 -0.757
H -1.926 -3.917 0.157
H 5.940 -5.257 -0.820
H 5.236 0.232 0.849
H 1.406 4.718 -2.113
H 3.827 -6.738 2.572
H -0.434 -4.063 -2.672
H -4.102 -4.990 -0.403
H 2.691 2.326 -2.526
```

multiplicity	1
LUMO	0.00186	hartree
Kohn-Sham gap	7.10	eV


Version 2
Below is a molecular structure, C37H33N8O3RbS2, with properties calculated with ωB97M-V with the def2-TZVPD basis set.

```
84
C37H33N8O3RbS2 ωB97M-V with the def2-TZVPD basis set
Rb 0.829 0.680 -0.633
S -3.828 -1.938 0.830
S -0.319 1.555 -3.386
O 0.433 2.469 1.232
O -1.700 1.080 -3.287
O 0.042 2.533 -2.370
N -1.597 -0.723 0.537
N 2.557 -0.304 1.630
N 0.912 -3.685 9.679
N 0.733 0.404 -3.305
N -3.137 -0.258 -1.186
N 2.734 -1.021 3.716
N -1.490 -1.441 1.697
N 2.032 -1.779 -2.396
C 1.457 -1.854 -3.625
C 0.747 4.565 2.309
C 0.069 -0.842 -5.327
C 1.227 -3.237 8.669
C -2.738 -4.483 2.838
C -2.251 4.605 2.261
C 3.838 -0.072 2.078
C 2.365 -1.580 4.955
C 1.928 -0.865 2.621
C 2.309 -4.098 -3.914
C 0.168 -2.010 -6.099
C 1.553 -3.020 -4.427
C 3.970 -0.510 3.357
C 1.041 -1.954 5.186
C 2.714 -2.805 -1.956
C 0.900 -3.083 -5.678
C 1.616 -2.676 7.407
C 2.937 -2.302 7.179
C -0.176 2.416 -4.941
C -2.538 -2.117 2.001
C -1.531 3.754 1.426
C -3.609 4.793 2.058
C 0.671 -2.496 6.399
C 0.157 3.762 -7.324
C 2.894 -3.995 -2.687
C -2.749 -0.867 -0.048
C 1.099 2.798 -5.336
C -4.248 4.154 1.004
C 1.263 3.474 -6.533
C -1.283 2.692 -5.723
C -3.530 3.322 0.156
C -2.666 -2.997 3.200
C -2.178 3.117 0.369
C -0.073 3.503 1.620
C -1.112 3.372 -6.922
C 3.307 -1.759 5.964
C 0.712 -0.714 -4.106
H -3.577 -4.681 2.170
H -2.261 2.369 -5.390
H -0.357 -2.782 6.575
H 0.520 5.549 1.902
H -2.870 -5.086 3.736
H -1.759 5.109 3.083
H 4.814 -0.485 4.020
H 0.292 -1.811 4.420
H 2.409 -5.000 -4.506
H -5.306 4.315 0.839
H 3.151 -2.705 -0.967
H -1.796 -2.806 3.828
H 3.674 -2.439 7.958
H -4.167 5.443 2.720
H 4.579 0.395 1.452
H 0.508 4.578 3.375
H 1.803 4.337 2.190
H 4.339 -1.481 5.811
H 0.889 -1.158 2.583
H 2.251 3.776 -6.856
H 0.285 4.289 -8.261
H -1.606 2.492 -0.302
H -1.823 -4.800 2.338
H -0.347 -2.051 -7.051
H -0.519 -0.015 -5.700
H -2.453 0.169 -1.814
H -4.019 2.832 -0.676
H 1.945 2.550 -4.707
H -3.555 -2.712 3.767
H -1.971 3.594 -7.542
H 3.477 -4.805 -2.270
H -3.991 -0.561 -1.616
H 0.981 -3.981 -6.278
```

multiplicity	1
LUMO	-0.00431	hartree
Kohn-Sham gap	6.93	eV


The structure with the greatest stability is version 1.